1.
Computed, not measured: an isolated molecule of C4H8N4 at a distorted geometry, with ωB97M-V with the def2-TZVPD basis set.

Calculated total energy (eV): -10234.93558
E_HOMO (eV): -8.7
HOMO-LUMO gap (eV): 9.480
Structure (SMILES): [H]/N=C(\N)[C@@H]1CNC=N1

```
! RIJCOSX wB97M-V def2-TZVPD def2/J DEFGRID3
* xyz 0 1
H 1.99 -0.53 2.33
N 0.97 -0.38 2.17
C 1.10 0.01 0.96
N 2.15 0.43 0.19
C -0.14 0.29 0.17
C -1.55 -0.25 0.47
N -1.91 -0.33 -1.05
C -0.82 -0.07 -1.76
N 0.12 0.39 -1.25
H 3.09 0.45 0.77
H 1.80 0.19 -0.91
H -0.36 1.24 0.62
H -1.66 -1.25 1.09
H -2.28 0.65 0.87
H -2.72 -0.95 -1.39
H -0.79 -0.40 -2.83
*
```

***

2.
Computed, not measured: an isolated molecule of C4H8N4 at a distorted geometry, with ωB97M-V with the def2-TZVPD basis set.

Calculated total energy (eV): -10232.83019
E_HOMO (eV): -7.8
HOMO-LUMO gap (eV): 8.549
Structure (SMILES): N[C@H]1[C@H]2NC=NN[C@@H]12

```
! RIJCOSX wB97M-V def2-TZVPD def2/J DEFGRID3
* xyz 0 1
N -0.70 0.70 1.51
C 0.39 -0.22 1.31
C 0.56 -1.05 0.01
N -0.52 -1.15 -0.87
C -1.11 -0.12 -1.59
N -0.67 0.99 -1.33
N 0.52 1.31 -0.58
C 1.25 0.14 0.10
H -1.61 0.19 1.53
H -0.83 1.29 0.82
H 1.21 -0.32 2.21
H 1.25 -1.78 0.28
H -0.98 -2.13 -1.03
H -1.85 -0.35 -2.47
H 0.78 2.21 -0.17
H 2.33 0.32 0.27
*
```

***

3.
Computed, not measured: an isolated molecule of C4H8N4 at a distorted geometry, with ωB97M-V with the def2-TZVPD basis set.

Calculated total energy (eV): -10228.43397
E_HOMO (alpha / beta) (eV): -3.9 / -7.7
HOMO-LUMO gap (alpha / beta) (eV): 4.891 / 6.672

```
! RIJCOSX wB97M-V def2-TZVPD def2/J DEFGRID3
* xyz 0 3
C 0.40 0.86 0.14
C 0.48 -0.82 0.04
C 1.52 1.54 0.43
C 1.56 -1.43 -0.44
N -0.83 1.26 -0.40
N -0.70 -1.45 0.38
N -1.77 0.22 -0.60
N -1.67 -0.48 0.61
H 1.66 2.66 0.57
H 2.33 1.02 0.72
H 1.60 -2.39 -0.73
H 2.49 -0.97 -0.52
H -0.94 2.24 -0.52
H -1.11 -2.16 -0.12
H -2.63 0.72 -0.82
H -2.37 -0.81 1.24
*
```